No. 1
{"formula": "H6InO3", "method": "ωB97M-V/def2-TZVPD", "lumo_energy_ev": [-26.1, -26.1], "energy_ev": -11346.285, "total_charge": 4, "multiplicity": 2, "species": ["O", "O", "H", "H", "H", "O", "H", "In", "H", "H"], "xyz": [[-2.81840, 0.58801, -0.62344], [1.74676, 2.04406, -0.63329], [1.05094, -2.75256, 2.21052], [-3.38740, 0.62677, 0.14531], [1.64009, 2.97674, -0.44628], [1.02540, -2.52443, 1.28125], [1.59368, -3.16935, 0.86011], [-0.00525, -0.34353, -0.31727], [2.57497, 1.98806, -1.10991], [-3.42077, 0.56624, -1.36701]], "atomic_forces_ev_per_a": [[2.6, 1.1, 0.3], [-1.1, -1.4, 0.4], [0.3, 0.3, 2.3], [-1.1, -0.4, 1.8], [-0.6, 3.2, 0.9], [-2.2, 0.8, -1.7], [1.5, -0.9, -1.0], [-1.2, -1.7, 0.6], [2.9, -0.3, -1.6], [-1.1, -0.7, -1.9]]}

=====

No. 2
{"formula": "H6MgO15S3", "method": "ωB97M-V/def2-TZVPD", "lumo_energy_ev": 5.1, "energy_ev": -68748.080, "de_lowest_ev": 7.240, "total_charge": -4, "species": ["O", "O", "O", "O", "O", "H", "Mg", "S", "S", "O", "O", "H", "H", "S", "O", "H", "O", "O", "H", "H", "O", "O", "O", "O", "O"], "xyz": [[-2.50599, 2.18936, -4.92386], [1.28908, 3.10270, 4.66123], [4.73923, 0.63190, -0.90699], [-0.67867, -3.65619, 3.47900], [-0.79423, 1.89198, 4.97502], [-3.87108, -0.51859, 1.71462], [1.13310, -0.58927, -0.52140], [-0.03605, 2.74309, 4.09460], [-0.09583, -3.99918, 2.16539], [1.22998, -3.48878, 2.00385], [-4.61881, -0.40137, 2.30062], [5.32813, 0.45610, -1.64084], [-5.34546, -0.17499, 1.72013], [-1.38285, 2.89481, -4.28814], [-0.74636, -3.22120, 1.09027], [1.94138, -2.44348, -4.37015], [-0.59441, 3.54422, -5.34111], [0.08821, 2.04692, 2.82676], [1.27544, -3.74247, -3.96886], [5.13374, 1.37850, -0.45623], [1.77813, -3.00872, -3.61512], [-0.05191, -5.48029, 1.96720], [-1.81913, 3.94111, -3.35440], [-0.81279, 3.97346, 3.90396], [-0.58284, 1.93040, -3.51552]], "atomic_forces_ev_per_a": [[-0.9, -0.4, -0.2], [-0.1, -0.3, -0.1], [0.0, -0.2, 0.0], [-0.1, -0.4, -0.5], [-0.9, -1.6, 1.8], [0.5, 0.0, 0.0], [-0.6, -0.2, 0.5], [1.3, 1.8, 1.1], [-0.6, -1.5, 1.6], [4.1, 1.0, 0.4], [-0.4, -0.1, 0.2], [0.0, -0.1, -0.2], [-0.1, 0.1, -0.2], [-0.3, 0.5, -0.1], [-2.1, 0.3, -1.6], [-0.1, 0.3, -0.1], [1.2, 0.3, -1.0], [0.5, -0.7, -2.1], [-0.2, -0.2, 0.1], [-0.1, 0.3, 0.2], [0.3, -0.1, 0.1], [-0.9, 0.6, -0.3], [-0.8, 0.6, 0.6], [-0.5, 1.1, -0.6], [1.0, -1.1, 0.3]]}

=====

No. 3
{"formula": "H6N2", "method": "ωB97M-V/def2-TZVPD", "lumo_energy_ev": 1.1, "energy_ev": -3077.606, "smiles": "N.N", "de_lowest_ev": 0.116, "total_charge": 0, "species": ["H", "N", "H", "H", "H", "H", "H", "N"], "xyz": [[0.72308, -9.52962, 0.27536], [-5.50230, -12.89021, -2.50067], [-4.57813, -12.48111, -2.32985], [-0.12600, -10.85212, 0.76744], [-5.38125, -13.60955, -3.22075], [-0.01626, -10.49389, -0.83622], [-6.08347, -12.15244, -2.91123], [-0.12338, -10.07872, 0.09479]], "atomic_forces_ev_per_a": [[-0.4, -0.3, -0.1], [0.2, 0.2, -0.4], [-0.5, -0.2, -0.1], [0.0, 0.4, -0.3], [-0.1, 0.4, 0.3], [0.0, 0.2, 0.5], [0.3, -0.4, 0.2], [0.4, -0.3, 0.0]]}

=====

No. 4
{"formula": "H6N2", "method": "ωB97M-V/def2-TZVPD", "lumo_energy_ev": 0.9, "energy_ev": -3077.210, "smiles": "N.N", "de_lowest_ev": 0.512, "total_charge": 0, "species": ["H", "H", "H", "N", "H", "N", "H", "H"], "xyz": [[-1.32125, 1.01248, 0.11415], [1.03877, -0.91222, 0.06025], [-1.11149, 1.05549, -1.63602], [1.27896, -0.76248, 1.00813], [2.18107, -1.27418, 1.21474], [-1.71113, 0.80194, -0.81309], [-1.96365, -0.23196, -0.88278], [1.60871, 0.31093, 0.93462]], "atomic_forces_ev_per_a": [[0.1, -0.2, -1.0], [-0.3, -0.7, -1.2], [-0.6, -0.3, 1.6], [2.5, 3.1, 1.2], [-1.4, 0.7, -0.5], [-0.1, -1.5, -0.9], [0.7, 2.1, 0.3], [-0.9, -3.1, 0.6]]}

=====

No. 5
{"formula": "H6N2Si", "method": "ωB97M-V/def2-TZVPD", "lumo_energy_ev": 1.0, "energy_ev": -10953.371, "smiles": "NN[SiH3]", "de_lowest_ev": 0.372, "total_charge": 0, "species": ["H", "H", "H", "H", "H", "Si", "N", "H", "N"], "xyz": [[1.46483, 0.13761, 0.92845], [-1.72087, 0.61911, 1.01920], [0.76578, 1.65138, -0.90517], [0.33436, 0.19273, -1.70663], [-0.70968, -1.62373, 1.57869], [-0.90756, -0.50889, 0.58402], [0.71504, 0.06283, 0.24108], [-1.01076, -1.15689, -0.74424], [1.06887, 0.62585, -0.99540]], "atomic_forces_ev_per_a": [[-0.4, -0.1, -0.5], [-0.8, 0.0, 0.0], [0.5, -1.6, -0.8], [2.1, 1.2, 1.6], [-0.5, 0.6, -0.1], [2.7, -0.6, -0.2], [0.0, -0.8, 2.0], [-1.1, 0.2, 0.0], [-2.6, 1.3, -1.8]]}

=====

No. 6
{"formula": "H6N4", "method": "ωB97M-V/def2-TZVPD", "lumo_energy_ev": 0.9, "energy_ev": -6054.254, "smiles": "[H]/N=N\\[H].NN", "de_lowest_ev": 1.304, "total_charge": 0, "species": ["H", "N", "H", "N", "H", "N", "H", "N", "H", "H"], "xyz": [[0.97248, 0.69794, -1.59418], [0.71362, 0.15404, -2.48615], [-0.35603, -0.68933, 0.31282], [-0.62466, 0.33483, 1.99581], [0.97326, 0.05520, 0.81298], [0.22515, -0.95072, -2.35139], [-1.63770, 0.36845, 1.79133], [-0.01977, 0.22948, 0.66231], [-0.46972, 1.31253, 2.23581], [0.22335, -1.51243, -1.37936]], "atomic_forces_ev_per_a": [[-0.1, -1.2, -0.7], [-0.1, 1.3, 1.3], [0.3, 0.9, 0.3], [-0.7, 0.5, -0.3], [-0.1, 0.0, 0.3], [0.1, -2.2, 0.6], [0.6, -0.3, 0.2], [-0.2, -1.0, -0.5], [0.2, -0.1, 0.2], [0.1, 2.1, -1.3]]}

=====

No. 7
{"formula": "H6N4O", "method": "ωB97M-V/def2-TZVPD", "lumo_energy_ev": 0.8, "energy_ev": -8101.934, "smiles": "N/N=N\\N.O", "de_lowest_ev": 0.000, "total_charge": 0, "species": ["H", "O", "H", "H", "N", "H", "H", "N", "N", "N", "H"], "xyz": [[-1.27096, -0.07107, 0.63544], [-2.00058, -0.27943, -0.21450], [1.20936, -0.16787, -1.27182], [1.20552, 1.47826, -0.20934], [1.20870, -0.98138, -0.66332], [-0.09867, 2.01318, 0.65647], [1.11222, -1.87577, -1.11647], [0.56980, -0.94090, 0.50716], [0.68292, 1.36767, 0.65053], [0.24230, 0.12727, 1.06177], [-2.86060, -0.66995, -0.03592]], "atomic_forces_ev_per_a": [[-3.7, -1.3, -2.6], [2.4, 1.1, 1.7], [-0.2, -0.2, 0.1], [0.0, -0.3, -0.1], [0.9, 0.6, 0.0], [0.1, -0.1, 0.2], [-0.1, 0.1, 0.1], [-0.6, 0.0, 0.0], [0.0, 0.4, -0.6], [0.7, -0.5, 0.4], [0.4, 0.1, 0.8]]}

=====

No. 8
{"formula": "H6NS2", "method": "ωB97M-V/def2-TZVPD", "lumo_energy_ev": [-9.5, -13.0], "energy_ev": -23237.777, "de_lowest_ev": 0.004, "total_charge": 2, "multiplicity": 2, "species": ["S", "H", "H", "H", "N", "S", "H", "H", "H"], "xyz": [[-0.89144, 0.72754, 0.26072], [-0.26208, -1.54846, 0.19287], [1.24348, -2.41730, 0.47068], [-1.34945, 2.01048, 0.26699], [0.22771, -2.36246, 0.56516], [0.86842, 0.83505, -0.69705], [-0.17256, -3.23336, 0.18819], [1.09520, 2.15022, -0.40944], [-0.01060, -2.36068, 1.56457]], "atomic_forces_ev_per_a": [[-0.1, 0.3, -0.3], [0.4, -0.4, -0.5], [0.1, 0.4, -0.2], [0.3, 0.0, 0.0], [-0.7, -0.9, 1.0], [-0.3, 0.9, 0.4], [0.0, 0.1, -0.2], [0.1, -0.2, -0.3], [0.2, -0.2, 0.2]]}